# C16H31AlB3BrCl3F2MgN2NaO14P2S

A molecular structure, C16H31AlB3BrCl3F2MgN2NaO14P2S in a non-equilibrium geometry (ωB97M-V/def2-TZVPD, the OMol25 dataset).

Values from the calculation:
HOMO-LUMO gap (Eh): 0.0608
E (eV): -209672.0858
Strongest force on any atom (eV/Å): 2.47
Charge: 0
Spin multiplicity: 1

XYZ file:
```
78
Properties=species:S:1:pos:R:3:forces:R:3
B 5.881036 3.177899 -2.517053 0.112 0.936 0.467
C 3.979683 6.221612 -3.641273 -0.195 -0.110 -0.136
N -1.945488 -2.463645 -1.093221 1.309 0.864 1.906
Na -5.863474 -4.735579 -2.059333 -0.185 -0.477 -0.565
H 2.898975 0.154760 -4.116916 -0.051 0.599 0.245
H 3.696946 6.116088 -2.591814 0.179 0.012 0.050
S 2.513466 -1.250324 -1.661728 0.020 1.150 -0.750
C -1.020300 -4.641938 -1.652086 0.279 0.028 -0.210
H -2.207938 -0.334480 0.802592 0.010 -0.032 -0.167
C -3.567827 1.997737 7.936956 0.585 0.049 0.495
O 7.620480 -1.229963 -2.220622 0.323 0.023 -0.497
C -2.540632 2.381482 3.855072 -0.069 0.000 0.178
F 6.401099 4.132013 -3.236554 -0.194 0.664 -0.568
C 5.148229 -3.170442 -0.141488 0.544 0.202 -1.083
C -1.411081 -4.107872 0.737139 0.117 0.357 0.388
H -4.657538 -4.207050 0.888516 -0.006 0.204 -1.159
H -2.021674 -3.617364 1.498540 -0.008 0.006 -0.053
B 6.583220 1.321958 -1.688050 -1.314 0.158 1.534
Mg -4.479885 -3.596960 2.818405 -0.349 0.172 1.988
B 4.441668 1.367571 -2.203157 -1.714 0.443 -0.493
C -4.787998 1.775107 7.016829 -0.639 0.033 -0.144
H 5.455640 8.652420 -3.530839 0.024 -0.051 0.185
H -3.609050 0.366222 0.000609 -0.125 -0.221 -0.003
C 4.375304 8.754509 -3.418119 -0.087 0.152 -0.118
H 0.025716 -4.367340 -1.538886 -0.008 0.125 0.024
O 5.176600 -2.616900 -1.275090 -0.011 -0.465 2.046
Cl -2.002047 0.767557 3.386379 0.009 -0.038 0.031
C 3.674982 7.618327 -4.117923 0.096 0.035 0.161
N -6.555224 -1.069645 5.864351 0.091 -0.051 0.317
H -3.130566 -0.832276 -2.804208 0.105 -0.044 0.010
H -4.965187 -1.632015 0.288412 0.124 0.156 -0.039
O 5.854079 -2.807185 0.850454 -0.545 -0.218 -1.000
C -4.421821 -3.675340 -0.082311 0.313 -0.187 0.069
O -4.653990 0.830833 6.206708 0.599 0.039 -0.271
H -3.354648 -5.489442 -0.544638 0.291 0.029 0.069
Cl -2.655980 3.433871 2.436377 -0.013 0.004 -0.051
Al 9.027646 -2.720040 -1.358277 -0.874 -0.640 0.208
O -0.806437 -1.911620 -1.022646 -0.022 0.014 -0.602
O 4.645580 2.642078 -2.767078 0.493 -0.961 0.276
H -2.065752 0.345430 -0.821857 0.125 -0.080 -0.019
H -5.348467 -3.699583 -0.661442 -0.154 0.638 0.796
O -5.732873 2.547486 7.190015 -0.112 0.291 0.036
H -3.526696 2.294367 4.300137 0.004 -0.120 0.082
H 4.111795 8.759443 -2.359470 0.173 -0.061 0.051
O -5.858117 -1.982291 6.322406 0.152 -0.339 -0.046
H -2.690005 2.215206 7.332302 0.004 -0.138 -0.028
Cl -1.443676 3.072643 5.052310 -0.019 0.010 -0.160
O 5.327149 0.745671 -1.383150 1.480 0.461 -1.224
O -6.537504 -0.827154 4.647009 0.033 -0.155 -0.748
O 6.696582 2.693298 -1.504797 0.267 -1.423 -0.892
H -1.309477 -4.456075 -2.687763 -0.008 0.068 -0.012
C -3.796443 -1.325159 -2.098242 -0.375 0.003 -0.130
C -3.333868 -4.436663 -0.843584 -0.573 -0.057 -0.062
H -3.599217 -4.434243 -1.913115 0.465 0.095 -0.207
H -1.100707 -5.715491 -1.470767 -0.065 0.059 0.126
P 8.090049 0.365352 -2.401806 1.503 0.486 0.271
H -3.616621 -2.186438 1.232258 0.145 0.140 -0.074
P 2.793366 0.418169 -2.719247 -0.421 -1.889 1.323
F 6.363229 -4.895695 -1.247015 0.942 0.415 0.034
C -2.710320 -0.229812 -0.162096 0.758 0.068 -0.005
O 2.904593 7.817782 -5.020155 -0.273 0.041 -0.340
H -4.141626 -2.256027 -2.566693 0.088 -0.003 -0.001
H -0.388106 -3.756068 0.857089 0.010 0.110 -0.141
Br 7.922189 0.749043 -4.625483 -0.350 -0.140 0.871
H -3.377388 1.099971 8.524184 -0.017 -0.098 -0.137
H -4.668895 -0.681552 -1.960103 0.063 -0.007 0.097
O -7.272364 -0.405028 6.606605 -0.216 0.110 0.082
C -3.076986 -1.583598 -0.760268 -1.615 0.564 -0.637
C -1.918206 -3.863716 -0.685644 -0.618 -1.676 -0.669
C -4.052422 -2.228743 0.225311 -0.204 -0.547 -0.132
H 3.408790 5.507824 -4.230999 -0.021 0.011 -0.018
H -1.414430 -5.177414 0.957814 -0.086 0.008 -0.149
H 4.064082 9.697168 -3.861153 -0.021 -0.007 -0.021
H 1.708248 1.320474 -2.558222 0.437 0.183 -0.490
H -3.737200 2.828467 8.616824 -0.183 0.049 -0.059
H 7.204535 -1.498256 -3.046053 -0.896 -0.751 -0.068
O 4.341364 -4.083303 0.186556 0.303 0.682 -0.213
H 5.039831 6.009895 -3.765726 0.060 0.039 0.173
```
Positions in Å, forces in eV/Å.